<A>
This record from the OMol25 dataset describes C43H42FN3O2S2Si2V as an isolated structure. The level of theory is ωB97M-V/def2-TZVPD.

XYZ file:
```
96
Properties=species:S:1:pos:R:3:lowdin_charge:R:1
V -0.02363 -0.38861 0.85090 0.78
S 1.87516 2.07293 4.33230 0.95
S -0.25548 0.95255 2.54707 0.80
Si -1.18878 1.45221 -1.75790 0.62
Si -2.45183 -2.07731 2.23927 0.47
F 0.64679 -1.64093 -1.10660 0.04
O -0.69343 0.53767 -0.40062 -0.35
O 1.67321 -0.62702 0.98075 -0.21
N 1.03279 -1.66017 3.63591 0.09
N 1.67826 -0.47640 3.90602 -0.01
N -1.12019 -1.84815 0.97185 -0.13
C 3.98140 -0.84196 0.49043 0.02
C 2.27149 3.04494 0.53292 -0.03
C -4.02238 -1.54029 1.38487 -0.15
C -2.36482 -4.33060 -1.57797 -0.06
C 5.19756 -1.44579 0.77135 -0.05
C -1.47074 -4.12842 -2.61928 -0.06
C 4.16654 -2.77807 2.49148 0.00
C 4.47694 2.67620 -0.35858 -0.09
C -0.65000 5.83415 -0.33390 -0.07
C 4.98002 2.60630 0.93596 -0.08
C -2.33787 -1.05943 3.78402 -0.21
C 5.29197 -2.40803 1.76671 -0.05
C -0.14765 5.44742 -1.56733 -0.07
C -1.48083 3.61117 0.03038 -0.11
C -1.26322 -2.65308 -0.20679 -0.26
C 1.32298 0.91977 -2.93078 -0.10
C 3.12220 2.89370 -0.55700 -0.09
C -0.37596 -2.52244 -1.27077 -0.23
C 4.13508 2.77562 2.02018 -0.04
C 2.18425 0.49634 -3.92926 -0.07
C 1.87284 3.30355 2.99754 -0.44
C -3.24326 -0.39839 -2.29105 -0.09
C 1.14079 -3.89120 2.77454 0.01
C 1.19168 0.64284 3.57152 -0.93
C -5.59017 0.10378 -2.37390 -0.07
C -2.26554 -3.61332 -0.39634 -0.05
C -1.32176 4.91670 0.46594 -0.08
C -5.31657 1.43726 -2.10928 -0.07
C 2.87544 -1.21799 1.22734 -0.25
C -4.55211 -0.81575 -2.46708 -0.08
C 1.68818 -2.51600 2.95088 -0.28
C -0.97158 3.20150 -1.20779 -0.25
C -0.44927 -3.20725 -2.45917 0.01
C -0.56098 0.47840 -4.35473 -0.08
C -4.00308 1.85420 -1.93409 -0.08
C -0.31030 4.13824 -2.00379 -0.08
C 2.77421 3.00611 1.82821 -0.28
C 1.67048 0.06073 -5.14568 -0.07
C -0.06231 0.91408 -3.12586 -0.23
C -2.43168 -3.85623 2.82214 -0.16
C -2.94884 0.94348 -2.01953 -0.23
C 0.29994 0.05289 -5.35890 -0.07
C 2.94485 -2.17527 2.23632 -0.11
H 0.24553 -4.02873 3.36996 0.06
H 2.34144 -0.26749 -5.92894 0.11
H 3.25414 0.50418 -3.76386 0.11
H -1.96696 -4.57568 2.15151 0.03
H 5.14263 2.57422 -1.20645 0.11
H -3.46271 -4.17599 2.99766 0.05
H 4.24377 -3.52411 3.27209 0.13
H -2.99525 -3.80572 0.37179 0.08
H 0.37051 6.16469 -2.18996 0.11
H -2.62487 -0.01821 3.65604 0.01
H 2.72448 2.97989 -1.56087 0.09
H 1.89159 -4.62427 3.07838 0.10
H -3.15952 -5.05677 -1.68161 0.12
H -3.08395 -1.52309 4.44095 0.05
H 6.07701 -1.15950 0.21049 0.11
H -4.85638 -1.69171 2.07571 0.05
H 0.09580 3.84279 -2.96468 0.11
H -1.56130 -4.68496 -3.54121 0.11
H -0.09983 -0.28024 -6.30761 0.11
H -1.63035 0.46531 -4.53047 0.10
H -1.37384 -1.12878 4.28374 0.01
H -1.91814 -3.90414 3.78300 0.03
H -6.61316 -0.22036 -2.51351 0.11
H 0.85815 3.52463 2.66951 0.05
H 1.73339 1.24544 -1.97968 0.08
H -0.52259 6.85396 0.00462 0.11
H 3.88182 -0.07962 -0.27022 0.11
H 1.21931 3.24555 0.36846 0.09
H 0.92068 -4.08053 1.72043 0.09
H -3.79977 2.89891 -1.72886 0.10
H -3.96569 -0.46799 1.17634 0.04
H 6.03691 2.44058 1.09957 0.11
H -4.26127 -2.03976 0.44926 0.02
H -2.44185 -1.12760 -2.37178 0.09
H 2.23053 4.18763 3.53243 0.09
H -4.76482 -1.85568 -2.68113 0.11
H 6.24432 -2.87277 1.98087 0.11
H 0.28493 -3.00433 -3.22772 0.13
H -6.12470 2.15346 -2.04229 0.11
H -1.72087 5.22191 1.42479 0.11
H -2.00482 2.90146 0.66386 0.10
H 4.53488 2.73681 3.02652 0.11
```

As for the net charge: +1. As for the multiplicity: 1. As for the HOMO energy: -0.40762 hartree.

<B>
This record from the OMol25 dataset describes C43H42FN3O2S2Si2V as an isolated structure. The level of theory is ωB97M-V/def2-TZVPD.

XYZ file:
```
96
Properties=species:S:1:pos:R:3:lowdin_charge:R:1
V -0.26783 -0.12696 -0.21905 0.83
S 0.77868 -2.56889 3.82623 0.92
S 1.18025 -1.18135 1.21337 0.85
Si -2.12253 1.61304 1.61344 0.51
Si 2.65561 1.52317 -0.41902 0.58
F -0.41784 1.36223 -2.62687 0.04
O -0.67258 -1.15317 -1.59203 -0.14
O 1.05763 0.97901 -0.43804 -0.40
N -1.51851 -1.43001 0.92760 -0.06
N -1.66002 1.03084 -0.05286 -0.13
N -1.17526 -1.87487 2.18561 0.00
C -1.70295 -5.86681 0.64323 -0.10
C -3.58194 2.13394 -1.06252 -0.04
C -1.74308 -5.94919 2.03087 -0.08
C -2.23166 -1.43940 -3.29787 0.01
C 2.50672 3.95240 -3.78767 -0.08
C 2.94948 2.85337 4.03897 -0.07
C -0.67210 1.35455 2.77240 -0.15
C -2.91075 -1.79147 -0.98289 -0.10
C 3.48518 1.63238 3.65160 -0.07
C -4.50574 -2.02569 -2.79716 -0.05
C -1.93553 -1.45525 -1.93539 -0.28
C 2.26050 2.92640 -2.88848 -0.08
C 3.16424 -1.02212 -1.61102 -0.11
C 3.68670 3.99344 -1.28120 -0.09
C -2.58329 -1.98604 0.42016 -0.22
C -4.21133 2.79453 -2.09872 -0.06
C 0.38079 -4.67390 0.78604 -0.06
C 5.85097 -1.05049 -0.92150 -0.07
C 3.45662 1.25549 2.31584 -0.11
C -1.65344 1.85727 -2.40558 -0.21
C 5.04862 0.01763 -0.54629 -0.09
C -0.64051 -5.22703 0.02256 -0.07
C 3.69186 0.04267 -0.87904 -0.24
C 0.08639 -1.84914 2.37224 -1.02
C -3.46205 -2.88625 1.23289 0.00
C 0.34065 -4.74428 2.17359 -0.31
C 2.36120 3.31453 1.75478 -0.10
C 3.34592 5.00164 -3.43501 -0.07
C 3.96475 -2.09131 -1.98863 -0.07
C -2.40917 3.45618 1.47767 -0.15
C -3.54693 3.00657 -3.29898 -0.06
C 3.94111 5.01835 -2.18203 -0.07
C 1.40538 -4.08622 3.00082 -0.40
C -2.25999 2.52386 -3.45058 0.01
C -0.73182 -5.38462 2.78966 -0.05
C -4.20048 -2.08227 -1.45892 -0.01
C 2.89707 2.08904 1.34538 -0.24
C -2.26172 1.66716 -1.16553 -0.25
C 2.38726 3.69561 3.08827 -0.08
C 5.30812 -2.10673 -1.64073 -0.07
C -3.50987 -1.71404 -3.72584 -0.03
C -3.64539 0.67268 2.17830 -0.15
C 2.83600 2.93568 -1.61613 -0.22
H -4.40671 -2.37081 1.42502 0.10
H -1.75371 3.90650 0.72876 0.05
H 3.54155 -2.90868 -2.55875 0.11
H -3.74310 -1.68376 -4.78173 0.12
H 4.60345 5.82780 -1.90421 0.11
H -2.48957 -6.31498 0.04980 0.11
H -5.22728 3.14225 -1.96979 0.11
H -2.16173 3.90553 2.44243 0.04
H -3.00047 -3.13796 2.17869 0.08
H 1.61554 2.10806 -3.18695 0.09
H -4.21094 0.26674 1.33688 0.03
H -4.97892 -2.34844 -0.75732 0.12
H -1.43929 -1.18098 -3.98733 0.13
H -4.31356 1.33720 2.73070 0.05
H 1.91902 3.98155 1.02198 0.11
H 1.97485 4.65153 3.38567 0.11
H 6.89969 -1.05762 -0.65443 0.11
H -5.51278 -2.23604 -3.12923 0.11
H 5.93440 -2.93852 -1.93562 0.11
H -4.12859 1.95701 -0.14665 0.09
H -2.56297 -6.45797 2.52151 0.11
H 3.87160 0.29583 2.02900 0.09
H 0.27220 1.07343 2.30618 -0.01
H 2.28489 -3.83321 2.41115 0.08
H 5.48667 0.83733 0.01353 0.11
H 2.05056 3.93016 -4.76910 0.10
H 1.71994 -4.72088 3.82967 0.09
H -3.68035 -3.79604 0.67604 0.09
H -0.90821 0.62481 3.54798 0.04
H 1.21701 -4.18504 0.29722 0.11
H -4.02713 3.53380 -4.11137 0.11
H 2.97406 3.15078 5.07934 0.11
H -0.47553 2.31072 3.26284 0.04
H 3.92607 0.97455 4.38938 0.11
H 2.11838 -1.01960 -1.90247 0.09
H -3.37178 -0.15400 2.83672 0.03
H 4.15932 4.02307 -0.30637 0.10
H 3.54028 5.80045 -4.13866 0.11
H -0.77359 -5.43623 3.87160 0.12
H -1.70644 2.64780 -4.37169 0.13
H -3.43642 3.73067 1.24111 0.04
H -0.59380 -5.17296 -1.05749 0.11
```

As for the net charge: +1. As for the multiplicity: 1. As for the HOMO energy: -0.41202 hartree.

Stability check: which of them is least stable? <A>.

<A>
This record from the OMol25 dataset describes a 3-piece molecular cluster, C5H15NO2 overall. The level of theory is ωB97M-V/def2-TZVPD.

XYZ file:
```
23
Properties=species:S:1:pos:R:3:lowdin_charge:R:1
O 1.19137 0.63176 3.09901 -0.06
O -3.07419 2.81241 3.66321 -0.06
N -1.01097 -0.60156 0.11130 -0.11
C 1.53092 -1.56557 -2.60114 -0.15
C -1.55419 0.73473 -0.38020 -0.12
C 1.02167 -1.02514 -1.48692 -0.11
C 2.90421 -1.11301 -3.04972 -0.12
C -0.41747 -1.22446 -1.14718 -0.27
H -2.17031 0.66336 -1.26586 0.07
H 0.92229 -2.27866 -3.14020 0.10
H 3.60201 -1.25064 -2.21828 0.07
H 3.24206 -1.65562 -3.93376 0.06
H 1.45176 -0.36747 -0.74810 0.11
H 0.40326 1.17497 3.15067 0.02
H 3.10718 -0.04604 -3.16186 0.07
H -1.09679 -0.94459 -1.96678 0.10
H -0.65897 1.32045 -0.37450 0.06
H -2.32048 1.07205 0.34058 0.06
H 1.58190 0.58298 3.97749 0.04
H -0.28949 -0.59291 0.82043 0.07
H -3.59995 3.42084 3.11651 0.04
H -2.26634 2.72979 3.14752 0.02
H -0.93206 -2.20129 -1.15680 0.11
```

As for the multiplicity: 1. As for the HOMO energy: -0.30605 hartree. Its SMILES is C/C=C/CNC.O.O.

<B>
This record from the OMol25 dataset describes a 2-piece molecular cluster, C5H15NO2 overall. The level of theory is ωB97M-V/def2-TZVPD.

XYZ file:
```
23
Properties=species:S:1:pos:R:3:lowdin_charge:R:1
O 3.31903 0.61372 0.34180 -0.08
O 0.65563 -3.26190 -0.76521 -0.06
N -0.28570 1.34602 0.19294 -0.06
C -2.63995 0.66281 0.04347 -0.27
C 0.85558 0.54741 0.45842 -0.25
C 2.10924 0.86122 -0.37506 -0.25
C -1.31217 0.79346 -0.67986 -0.24
C -2.80711 -0.63638 0.84760 -0.10
H -0.68858 1.85645 0.95526 0.11
H 2.04234 1.89609 -0.73129 0.11
H -2.96337 1.56884 0.57154 0.10
H 0.40848 -3.54013 -1.64934 0.03
H 0.54017 -4.03292 -0.20533 0.03
H 2.20071 0.20240 -1.24267 0.11
H 1.22958 0.50134 1.49661 0.12
H -1.01633 -0.16148 -1.12005 0.12
H 0.76787 -0.55542 0.40086 0.11
H -1.86044 -0.81577 1.36974 0.06
H -2.89687 -1.44464 0.12458 0.07
H -3.54807 0.72382 -0.59153 0.10
H -3.56266 -0.58361 1.62650 0.07
H 3.40750 1.33224 0.97375 0.08
H -1.46545 1.43638 -1.55722 0.10
```

As for the multiplicity: 1. As for the HOMO energy: -0.30876 hartree. Its SMILES is CCCNCCO.O.

<C>
This record from the OMol25 dataset describes a 2-piece molecular cluster, C5H15NO2 overall. The level of theory is ωB97M-V/def2-TZVPD.

XYZ file:
```
23
Properties=species:S:1:pos:R:3:lowdin_charge:R:1
O -0.20937 -2.54043 -1.88876 -0.05
O 1.71090 -0.36675 -0.96662 -0.07
N -0.29283 -0.53136 0.79601 -0.07
C -2.73334 -0.60159 0.76727 -0.09
C 2.61331 1.71743 -0.27393 -0.04
C 0.78199 0.47420 1.15965 -0.16
C -1.48120 0.15015 0.20614 -0.29
C 1.40374 0.82559 -0.20815 -0.43
H 2.49339 2.42702 -1.08147 0.07
H 0.50149 1.24326 -0.73888 0.13
H -3.54855 -0.00974 1.17996 0.07
H 0.18340 -2.26359 -2.72698 0.06
H -0.90898 -1.93808 -1.62653 0.01
H -0.69426 -0.86196 1.66169 0.07
H -1.74963 0.04226 -0.89262 0.11
H -3.19189 -1.24243 -0.01605 0.07
H 2.60918 2.30575 0.65231 0.08
H -2.36209 -1.43281 1.39042 0.07
H -1.54243 1.23513 0.36478 0.10
H 0.96646 -0.97979 -1.02069 0.03
H 1.44231 -0.14569 1.81363 0.13
H 0.47211 1.36535 1.73374 0.12
H 3.53628 1.12807 -0.28492 0.09
```

As for the multiplicity: 1. As for the HOMO energy: -0.35252 hartree. Its SMILES is CCNC[C@@H](C)O.O.

Stability check: which of them is least stable? <A>.

<A>
This record from the OMol25 dataset describes a 3-piece molecular cluster, C5H15NO2 overall. The level of theory is ωB97M-V/def2-TZVPD.

XYZ file:
```
23
Properties=species:S:1:pos:R:3:lowdin_charge:R:1
O 2.46973 -0.99220 -1.89764 -0.26
O -1.98847 0.28070 0.00466 -0.26
N 1.11045 -0.45807 1.10610 -0.08
C 0.62467 -1.54534 0.24223 -0.06
C 1.70012 0.61451 0.27053 -0.21
C 0.79108 1.13084 -0.85495 -0.05
C -3.30089 0.43173 -0.41889 -0.24
C -0.02671 -0.00503 1.96465 -0.02
H 1.20041 2.17483 -1.20822 0.13
H 0.31037 0.81596 2.54797 0.08
H -3.90132 -0.50575 -0.50974 0.07
H -3.35560 1.05210 -1.40379 0.12
H 1.92765 1.46649 0.98068 0.13
H -0.23776 1.11355 -0.57171 0.03
H -0.91846 0.26170 1.30464 0.08
H -0.40683 -1.29825 -0.23663 0.14
H -3.94925 1.08114 0.34107 0.10
H 0.90920 0.44333 -1.72534 0.06
H 1.35552 -1.71276 -0.57027 0.05
H -0.31915 -0.82072 2.60759 0.09
H 2.94825 -1.38692 -2.62832 -0.05
H 2.58615 0.26185 -0.17118 0.08
H 0.47085 -2.40371 0.82653 0.07
```

As for the multiplicity: 1. As for the HOMO energy: -0.30444 hartree.

<B>
This record from the OMol25 dataset describes a 2-piece molecular cluster, C5H15NO2 overall. The level of theory is ωB97M-V/def2-TZVPD.

XYZ file:
```
23
Properties=species:S:1:pos:R:3:lowdin_charge:R:1
O 2.70356 0.09147 0.96679 -0.10
O 1.89870 -1.89694 -1.00545 -0.07
N -0.75403 2.50223 0.04277 -0.02
C -1.17864 -0.59681 0.88932 -0.20
C -0.87207 1.32300 -0.83015 -0.36
C -1.64087 0.18379 -0.30972 -0.28
C 0.81915 -1.04178 -0.62113 -0.33
C 0.01293 -1.57577 0.54968 -0.16
H 0.76173 -1.69066 1.26474 0.07
H 0.14033 1.12265 -1.20393 0.07
H -0.37758 -2.63744 0.28968 0.14
H 3.31359 0.04630 0.16701 0.10
H -0.81176 0.07473 1.71943 0.11
H 0.26642 -0.75998 -1.66040 0.16
H 2.07991 0.83780 0.77152 0.06
H -2.08096 -0.50462 -1.15943 0.15
H -2.67622 0.64758 0.05384 0.14
H -1.29536 1.76021 -1.81038 0.14
H -2.10336 -1.00098 1.37799 0.12
H -0.41346 2.03699 0.94929 0.09
H 1.28704 -0.11606 -0.27908 0.04
H -1.41300 3.25111 -0.00526 0.05
H 2.33395 -2.05681 -0.15713 0.07
```

As for the multiplicity: 1. As for the HOMO energy: -0.33499 hartree. Its SMILES is NCCCCCO.O.

<C>
This record from the OMol25 dataset describes a 3-piece molecular cluster, C5H15NO2 overall. The level of theory is ωB97M-V/def2-TZVPD.

XYZ file:
```
23
Properties=species:S:1:pos:R:3:lowdin_charge:R:1
O 1.02895 1.12273 2.56558 -0.09
O -1.50547 0.08253 2.11468 -0.01
N -1.26962 -2.23547 0.09590 0.02
C 1.91786 0.35886 -1.97332 -0.10
C -0.17383 -0.20577 -0.58901 -0.42
C -1.40415 0.18205 -1.32301 -0.07
C -0.19416 -1.26854 0.17982 -0.20
C 0.95097 0.73165 -0.78971 -0.22
H -2.25098 -0.52605 -1.31343 0.07
H 1.18165 1.20890 3.52030 0.05
H -1.24713 0.45622 -2.35883 0.08
H 0.42291 1.71970 -1.01506 0.12
H -2.07579 -1.94452 -0.47959 0.05
H -1.73680 1.09959 -0.78005 0.10
H 1.64478 0.31805 2.42219 0.09
H 2.77845 -0.29764 -1.58618 0.09
H -0.80920 0.70505 1.85861 0.02
H 1.49101 -0.16765 -2.80003 0.05
H -2.04623 0.54507 2.61503 -0.05
H -1.58399 -2.55467 1.08374 0.11
H 1.67449 0.79344 0.17195 0.13
H 2.45201 1.18624 -2.37019 0.04
H 0.75426 -1.30977 0.75061 0.12
```

As for the multiplicity: 1. As for the HOMO energy: -0.28034 hartree. Its SMILES is CC/C(C)=C/N.O.O.

Stability check: which of them is least stable? <A>.